C5H6N2 | the ωB97M-V functional and the def2-TZVPD basis

The geometry in ORCA input format:
```
! wB97M-V def2-TZVPD RIJCOSX def2/J DEFGRID3
* xyz 0 1
N 0.02185 -0.48579 2.91080
N -1.06160 -0.85716 -0.49888
C 1.08774 0.62719 -0.48983
C -1.20711 0.00664 0.66592
C -0.51170 -0.28207 1.90485
C 1.36291 -0.81368 -0.76184
C -0.44523 0.49946 -0.51226
H 1.27264 -0.95332 -1.85809
H -0.33490 -1.55620 -0.29331
H 1.38602 1.33744 -1.26920
H -0.96996 1.19728 -1.16091
H -2.22372 0.36464 0.80501
H 1.45462 0.96510 0.48492
*
```

Calculated values
max |F|	0.0216	hartree/bohr
E_HOMO (alpha / beta)	-9.136 / -9.137	eV
relative energy (zero: lowest compared OMol25 entry of this formula, charge and spin)	131.9	kcal per mole
frontier orbital gap (alpha / beta)	8.456 / 8.456	eV

Results of the Mulliken charge analysis, in e, for atoms 1 through 6: N -0.4205; N -0.6859; C -0.5249; C -0.1555; C 0.1466; C -0.5243